Density functional theory data (the ωB97M-V functional and the def2-TZVPD basis) for C35H22BrN8O2SSn as an isolated structure.

Results
LUMO (spin up / spin down) (eV): 1.8 / 1.8
2S+1: 1
Kohn-Sham gap (spin up / spin down) (Ha): 0.171 / 0.157
Total charge: -1

Cartesian coordinates (Å):
Sn: -1.54 0.51 -0.05
C: 1.32 -2.50 -2.60
C: 1.82 -3.32 -1.59
C: 1.29 -3.23 -0.32
C: 0.24 -2.34 -0.08
N: -0.22 -1.54 -1.05
C: 0.31 -1.61 -2.26
C: -0.46 -2.26 1.22
C: -0.04 -2.92 2.35
C: -0.86 -2.93 3.49
C: -2.09 -2.31 3.44
C: -2.45 -1.60 2.29
N: -1.61 -1.54 1.21
C: -3.69 -0.89 2.14
C: -4.76 -0.92 3.07
C: -5.91 -0.23 2.80
C: -6.01 0.53 1.62
C: -4.92 0.53 0.77
N: -3.81 -0.16 1.00
H: 1.71 -2.54 -3.61
H: 2.62 -4.02 -1.80
H: 1.68 -3.83 0.48
H: -0.09 -0.93 -3.00
H: 0.92 -3.43 2.37
H: -0.54 -3.45 4.38
H: -2.75 -2.37 4.29
H: -4.67 -1.49 3.99
H: -6.75 -0.28 3.49
H: -6.89 1.11 1.39
H: -4.93 1.12 -0.15
Br: -1.35 0.97 5.57
C: 0.28 1.08 4.62
C: 1.36 1.66 5.26
C: 2.56 1.68 4.58
C: 2.62 1.17 3.30
C: 1.45 0.66 2.72
N: 0.30 0.61 3.39
C: 1.51 0.22 1.26
O: 2.40 -0.56 0.95
O: 0.71 0.81 0.44
H: 1.25 2.08 6.25
H: 3.44 2.10 5.05
H: 3.54 1.14 2.73
N: 3.82 -3.76 -8.48
C: 3.33 -2.96 -7.81
C: 2.70 -1.99 -7.00
C: 3.36 -1.43 -5.88
C: 2.75 -0.48 -5.11
C: 1.44 -0.03 -5.42
C: 0.78 -0.58 -6.56
C: 1.40 -1.54 -7.32
C: 0.81 0.87 -4.59
C: 0.23 1.60 -3.77
H: 4.36 -1.77 -5.64
H: 3.25 -0.07 -4.24
H: -0.21 -0.24 -6.82
H: 0.90 -1.96 -8.18
S: -2.18 2.57 1.77
C: -0.71 3.40 1.75
N: -0.13 3.65 0.53
C: 1.02 4.32 0.42
C: 1.63 4.78 1.55
C: 1.02 4.49 2.77
N: -0.12 3.82 2.87
H: -0.56 3.21 -0.30
H: 1.41 4.44 -0.58
H: 2.55 5.35 1.50
H: 1.47 4.78 3.71
N: -0.96 2.61 -1.81
C: -0.40 2.18 -2.75

---

Density functional theory data (the ωB97M-V functional and the def2-TZVPD basis) for a 7-piece molecular cluster, C14H42O14 overall.

Results
SMILES: OCCO.OCCO.OCCO.OCCO.OCCO.OCCO.OCCO
LUMO (eV): 0.4
2S+1: 1
Kohn-Sham gap (Ha): 0.376

Cartesian coordinates (Å):
C: -6.38 3.48 -4.52
C: -5.48 2.63 -5.39
O: -4.19 2.46 -4.81
O: -6.05 4.87 -4.72
H: -6.22 3.25 -3.46
H: -7.43 3.29 -4.74
H: -5.42 3.05 -6.40
H: -5.89 1.63 -5.50
H: -3.91 3.35 -4.51
H: -6.85 5.43 -4.72
C: -2.80 5.27 -9.80
C: -3.66 5.47 -8.58
O: -3.83 6.89 -8.39
O: -1.44 5.44 -9.54
H: -3.09 6.02 -10.54
H: -2.97 4.31 -10.28
H: -3.17 5.02 -7.70
H: -4.65 5.02 -8.73
H: -4.09 7.05 -7.47
H: -1.32 6.28 -9.10
C: -8.82 6.25 -6.37
C: -7.85 6.25 -7.52
O: -7.07 5.07 -7.56
O: -8.15 6.63 -5.14
H: -9.24 5.24 -6.27
H: -9.67 6.91 -6.56
H: -7.21 7.14 -7.45
H: -8.33 6.37 -8.50
H: -6.31 5.18 -6.97
H: -8.64 7.34 -4.72
C: -1.26 7.49 -0.92
C: -2.07 7.02 0.26
O: -3.47 7.17 -0.02
O: -1.54 8.85 -1.21
H: -1.48 6.88 -1.80
H: -0.19 7.37 -0.69
H: -1.86 7.58 1.17
H: -1.90 5.97 0.49
H: -3.71 8.06 0.24
H: -2.44 8.85 -1.57
C: 0.27 1.30 -3.53
C: -0.20 2.24 -4.61
O: -1.60 2.47 -4.51
O: -0.21 -0.03 -3.73
H: -0.04 1.69 -2.55
H: 1.36 1.29 -3.45
H: 0.04 1.85 -5.60
H: 0.28 3.22 -4.52
H: -2.06 1.74 -4.94
H: -1.09 -0.09 -3.35
C: -3.30 7.14 -4.64
C: -2.39 5.96 -4.73
O: -3.04 4.81 -4.23
O: -4.44 7.00 -5.47
H: -2.75 8.05 -4.90
H: -3.65 7.26 -3.60
H: -1.47 6.15 -4.17
H: -2.12 5.81 -5.79
H: -2.41 4.06 -4.32
H: -5.03 6.31 -5.15
C: -5.25 10.26 -6.06
C: -3.80 10.61 -6.09
O: -3.67 11.89 -6.70
O: -5.95 11.16 -5.21
H: -5.27 9.29 -5.56
H: -5.62 10.23 -7.09
H: -3.22 9.83 -6.60
H: -3.42 10.66 -5.06
H: -2.74 12.15 -6.67
H: -5.57 12.04 -5.32

---

Density functional theory data (the ωB97M-V functional and the def2-TZVPD basis) for a 2-piece molecular cluster, C4H11NO overall.

Results
SMILES: CC(N)=O.CC
LUMO (eV): 0.8
2S+1: 1
Kohn-Sham gap (Ha): 0.399

Cartesian coordinates (Å):
C: -1.27 -2.43 -1.21
C: 0.04 -1.79 -0.87
H: -1.14 -3.49 -0.97
H: -2.09 -2.05 -0.57
H: -1.75 -2.11 -2.14
H: 0.81 -1.97 -1.62
H: 0.41 -2.11 0.09
H: -0.11 -0.71 -0.71
C: 0.18 2.49 0.08
C: 0.28 1.30 0.99
O: -0.58 0.45 1.05
N: 1.42 1.26 1.80
H: -0.86 2.75 -0.08
H: 0.75 2.32 -0.84
H: 1.42 0.55 2.50
H: 1.73 2.15 2.16
H: 0.76 3.39 0.35

---

Density functional theory data (the ωB97M-V functional and the def2-TZVPD basis) for C3H11Cl2IrN2O2 as an isolated structure.

Results
LUMO (spin up / spin down) (eV): -3.7 / -7.0
2S+1: 6
Kohn-Sham gap (spin up / spin down) (Ha): 0.186 / 0.247
Total charge: +1

Cartesian coordinates (Å):
C: 0.01 -2.09 -0.68
Ir: 0.06 -0.11 -0.83
N: -0.12 2.02 -0.91
N: 1.46 -0.12 -2.31
H: 0.38 2.45 -0.13
H: -1.17 -0.54 -1.75
H: -0.94 -2.42 -0.23
H: 0.84 -2.35 0.00
H: 0.15 -2.57 -1.66
H: 2.30 0.40 -2.05
H: 1.11 0.24 -3.19
H: 1.77 -1.08 -2.50
H: 0.21 2.44 -1.78
H: -1.11 2.29 -0.82
Cl: 0.09 -1.26 3.82
C: -0.75 0.22 3.31
Cl: 0.06 1.73 3.80
C: -0.87 0.19 1.77
O: -1.97 -0.04 1.25
O: 0.24 0.41 1.13
H: -1.75 0.21 3.76